Entry 1:
Entry from the OMol25 dataset: an isolated molecule of C11H8N4 at a distorted geometry (ωB97M-V/def2-TZVPD).

Geometry (Å):
C 3.30513 0.03072 0.00437
C -1.25972 2.33016 -0.07120
C -0.02344 2.77413 -0.52245
C -1.32874 1.14353 0.62916
C 1.13621 2.07038 -0.35849
C -0.22614 0.29857 0.65733
C 1.04868 0.77344 0.17498
C -1.41084 -2.29522 -0.66439
C -1.58062 -1.61157 0.47015
C -0.09271 -2.54301 -1.05782
C -0.40061 -1.14038 1.21486
N 4.23364 -0.33559 -0.56587
N 0.90023 -2.40058 -0.22136
N 2.15200 0.13130 0.54050
N 0.74672 -1.91780 0.93658
H -2.04054 3.11384 0.09259
H -0.00997 3.66282 -1.03679
H -2.21676 0.75519 0.93002
H 2.19413 2.36886 -0.64392
H -2.34928 -2.58724 -1.23229
H -2.51858 -1.09054 0.60871
H 0.20092 -2.59443 -2.13640
H -0.45972 -0.93656 2.25173

Total charge = 0
Orbital gap (spin up / spin down) = 0.285 / 0.205 Eh
Multiplicity = 1
Energy above the lowest of the compared OMol25 structures with the same formula, charge and spin = 257.0 kJ/mol
Molar mass = 196.21 g mol⁻¹

=====

Entry 2:
Entry from the OMol25 dataset: a structure of composition C11H9Cl20F9InO6P2S at a distorted geometry (ωB97M-V/def2-TZVPD).

Geometry (Å):
C -1.73301 1.57813 2.73591
P -0.47189 0.21545 2.61884
C -1.55698 -1.29346 2.45765
In 0.33658 0.55431 0.24117
O 0.25175 2.55912 -0.09637
P -1.14594 -0.60298 -1.48983
O -2.45546 0.08593 -1.58806
O -1.34903 -2.16479 -1.10750
O -0.45037 -0.64911 -2.95541
S 2.77405 -0.14631 -0.08581
O 2.96448 -1.18937 -1.09003
O 3.56922 1.06107 -0.27302
C 3.52957 -0.81343 1.53303
F 3.09061 -0.01139 2.53685
F 4.87078 -0.69743 1.42545
C 3.14189 -2.28141 1.84385
F 1.90800 -2.49757 1.28256
F 4.02493 -3.11552 1.26350
C 2.96346 -2.70054 3.34487
F 1.78089 -2.27002 3.80238
F 2.94598 -4.05875 3.34697
C 4.08195 -2.26461 4.34762
F 3.77873 -1.13448 4.95160
F 4.22261 -3.19570 5.28654
F 5.24638 -2.13409 3.72293
H -1.68071 2.04301 3.72065
H -2.74169 1.17501 2.60054
H -1.58762 2.32610 1.95228
H -0.93653 -2.11950 2.09784
H -2.37818 -1.11903 1.75826
H -1.95207 -1.55382 3.44281
H 0.55197 2.96924 0.72591
H -0.67862 -2.40709 -0.45172
H 0.45834 -0.32320 -2.87778
C 5.66996 -4.48574 -2.16943
Cl 4.04632 -4.54015 -2.85525
Cl 6.85565 -4.33550 -3.47820
Cl 5.80215 -3.11930 -1.08059
Cl 5.98177 -5.99003 -1.28219
C -5.87374 2.38740 0.50714
Cl -4.43095 1.52230 0.03539
Cl -7.31441 1.47604 0.00614
Cl -5.91754 2.59355 2.26813
Cl -5.90676 3.97866 -0.26353
C -1.01855 3.85716 -3.95132
Cl -1.38483 2.43911 -3.00059
Cl -0.68681 5.23694 -2.88846
Cl 0.41169 3.56571 -4.95719
Cl -2.39242 4.25591 -5.00141
C 4.36879 5.76651 -4.81263
Cl 5.56416 5.84716 -3.51479
Cl 4.64321 4.30496 -5.76966
Cl 2.74901 5.72541 -4.13644
Cl 4.54602 7.18689 -5.85862
C -10.21489 -2.29774 0.23444
Cl -9.98152 -3.02886 1.82534
Cl -9.06726 -0.97693 0.02194
Cl -9.95629 -3.51768 -1.01594
Cl -11.86682 -1.67554 0.11322

Total charge = -1
Orbital gap = 0.254 Eh
Multiplicity = 1
Molar mass = 1326.06 g mol⁻¹

=====

Entry 3:
Entry from the OMol25 dataset: a structure of composition C11H9FeN2O3 at a distorted geometry (ωB97M-V/def2-TZVPD).

Geometry (Å):
O 3.30850 2.97080 0.23407
C 2.40230 2.31696 -0.08008
Fe 1.34196 0.92751 -0.24717
C 2.67400 -0.33013 -0.24768
O 3.37395 -1.20037 0.06147
C 1.30468 0.79894 1.50611
O 1.56070 0.71344 2.63512
C -1.04389 -0.88706 -0.46619
C -1.92793 0.07010 0.00271
C -1.58813 1.37634 0.25074
C -0.37575 1.97718 -0.19605
C 0.05842 1.83613 -1.57749
C 0.32662 0.56396 -2.03902
C 0.12813 -0.60056 -1.19287
H -1.27777 -2.02696 -0.15990
H -2.92963 -0.26010 0.31196
H -2.27035 1.97496 0.85887
H -0.12441 2.90268 0.34868
H 0.26947 2.73295 -2.16411
H 0.80909 0.40287 -3.01158
H 0.73464 -1.47892 -1.47976
C -1.06356 -2.38311 1.10944
N -1.76290 -3.65288 1.18847
N -2.46525 -4.54887 1.23162
H -1.47585 -1.68222 1.85324
H 0.01296 -2.51364 1.26939

Total charge = +1
Orbital gap (spin up / spin down) = 0.171 / 0.216 Eh
Multiplicity = 5
Expectation value of S² = 6.0979
Molar mass = 273.05 g mol⁻¹

=====

Entry 4:
Entry from the OMol25 dataset: an isolated molecule of C11H9N at a distorted geometry (ωB97M-V/def2-TZVPD).

Geometry (Å):
C 1.86820 0.02497 0.84252
C 1.60535 1.29636 0.45700
C 0.86934 -0.82781 1.49534
C 0.25754 1.86664 0.49225
C -0.85757 -1.97834 0.12878
C -2.46326 0.05039 0.42179
C 0.20396 -1.68106 0.77628
C -1.54689 -0.74408 -0.34261
C -0.79285 1.33280 -0.12974
C -0.64255 0.18232 -0.94433
C 0.30828 -0.18311 -2.10017
N -2.07684 1.30377 0.57446
H 2.95086 -0.28776 0.83447
H 2.38591 1.96897 0.22157
H 1.00299 -0.88012 2.54950
H -0.11032 2.52544 1.19548
H -1.04714 -2.95283 -0.38948
H -3.06005 -0.35239 1.20364
H -0.42046 0.17887 -2.97235
H 0.37044 -1.23046 -2.12938
H 1.19507 0.38742 -2.18504

Total charge = 0
SMILES = CC1=C2C=C=C/C=C\C=C/1N=C2
Orbital gap (spin up / spin down) = 0.291 / 0.291 Eh
Multiplicity = 1
Energy above the lowest of the compared OMol25 structures with the same formula, charge and spin = 554.8 kJ/mol
Molar mass = 155.20 g mol⁻¹

=====

Entry 5:
Entry from the OMol25 dataset: the ion C11H9N4O8 with charge -1 at a distorted geometry (ωB97M-V/def2-TZVPD).

Geometry (Å):
O -0.20538 2.70395 -2.51104
N -1.28306 2.15937 -2.82474
C -1.75051 0.97153 -2.11461
C -0.71304 0.05050 -1.44368
C -1.39886 -1.25775 -1.26642
N -0.97579 -2.20115 -0.38125
O 0.08284 -2.42851 0.15555
O -2.13377 -3.09373 -0.15055
N -3.21617 -2.65092 -0.86107
C -2.78340 -1.49184 -1.51127
N -3.59000 -0.61436 -2.08142
C -3.05999 0.56694 -2.41866
O -2.02142 2.58108 -3.75093
H -0.00209 -0.19831 -2.27205
H -3.70548 1.24082 -2.98533
C 2.06253 1.35993 2.38574
C 1.91413 -0.07065 1.92557
C 2.80733 -0.97999 2.78844
O 0.54352 -0.49019 2.03394
C -0.39370 -0.04362 1.13831
O -1.56595 -0.15917 1.44451
C 0.05580 0.54781 -0.23560
C 1.55714 0.25839 -0.47652
O 2.08329 0.34210 -1.57163
O 2.32801 -0.22405 0.55458
H 1.43005 2.00446 1.76483
H 1.75646 1.41531 3.43822
H 3.11588 1.65533 2.30655
H 2.75245 -2.03269 2.49524
H 3.85550 -0.66383 2.72322
H 2.53252 -0.90092 3.84609
H -0.07883 1.64416 -0.14400

Total charge = -1
Orbital gap = 0.252 Eh
Multiplicity = 1
Energy above the lowest of the compared OMol25 structures with the same formula, charge and spin = 0.0 kJ/mol
Molar mass = 325.21 g mol⁻¹

=====

Entry 6:
Entry from the OMol25 dataset: a structure of composition C11H9N7O2RhSbSe4 (ωB97M-V/def2-TZVPD).

Geometry (Å):
Rh -0.13535 -1.05422 -1.19224
Se -5.26373 -3.46928 -4.34417
Sb -4.78014 -1.49341 -3.04335
Se -1.92601 -2.06459 -2.74913
Se -1.28925 -3.12999 -0.82644
Se -5.76371 -1.72660 -0.76637
N -2.08186 -0.70869 1.55249
N -3.10190 -0.24348 0.70779
C -2.79662 0.56767 -0.31812
N -3.85142 1.07448 -0.95665
N -1.49591 0.72362 -0.63918
N -1.15528 1.75064 -1.44998
O -0.05445 1.65177 -1.97801
O -1.87144 2.73905 -1.59320
H -1.67285 -1.54782 1.14121
H -2.53290 -0.96538 2.42086
H -3.91626 -0.84986 0.51667
H -4.73112 0.55661 -0.82307
H -3.71198 1.54270 -1.83400
N 3.52593 -3.35391 -1.90184
C 2.72779 -2.58686 -1.57083
N 5.44719 3.12390 3.87674
C 4.80227 2.49156 3.16269
C 3.99925 1.69990 2.27516
C 4.19673 0.32010 2.20285
C 3.42964 -0.44144 1.34390
C 2.44579 0.15176 0.54214
C 2.24822 1.53370 0.63460
C 3.02063 2.30248 1.48307
C 1.64347 -0.64240 -0.36072
C 1.75828 -1.65480 -1.17152
H 4.95624 -0.14330 2.81942
H 3.58075 -1.51111 1.27729
H 1.48181 1.98494 0.01783
H 2.86821 3.37224 1.54410

Total charge = -2
Orbital gap = 0.201 Eh
Multiplicity = 1
Energy above the lowest of the compared OMol25 structures with the same formula, charge and spin = 133.3 kJ/mol
Molar mass = 811.75 g mol⁻¹